Entry from the Open Molecules 2025 dataset: a cluster of 12 separate species, C41H63BF3O22S5 in total in a non-equilibrium geometry (wB97M-V/def2-TZVPD).

Geometry as XYZ:
```
135
Properties=species:S:1:pos:R:3:forces:R:3
O -2.90184 -0.94904 -3.38582 3.06 0.81 2.38
C -1.97233 -0.75559 -2.57228 -2.30 -2.48 -2.03
O -1.73809 0.29490 -1.85199 0.16 0.78 0.40
B -0.55895 0.09119 -0.96640 0.01 0.53 -0.98
O -0.20165 -1.31844 -1.14689 0.88 0.64 0.97
C -0.91802 -1.87741 -2.07472 -1.62 -1.07 -1.64
O -0.85974 -3.03345 -2.43748 0.00 1.44 0.34
O -0.83437 0.46216 0.41590 0.51 0.63 1.14
C 0.01701 1.42489 0.84643 -0.85 -0.04 2.45
O 0.10283 1.90301 1.99889 -0.45 -1.63 -4.04
C 0.82864 1.77504 -0.38708 1.90 2.01 0.50
O 0.53810 1.03877 -1.40525 -1.20 -1.53 0.00
O 1.65099 2.65487 -0.38396 0.05 0.02 0.16
F 1.44213 -7.44334 0.32076 -0.15 -0.47 0.30
C 0.54997 -6.55197 0.76928 -1.44 1.69 0.22
C -0.61407 -6.91983 1.53902 1.81 1.73 -0.45
C -1.44662 -5.87135 1.97589 0.16 0.39 -1.24
C -1.31129 -4.51449 1.50787 0.52 -2.02 0.80
C -0.20074 -4.23325 0.73916 0.94 -0.28 -0.07
C 0.76151 -5.20373 0.40456 -1.27 -0.92 0.44
H -0.75621 -7.93597 1.87616 -0.03 -0.04 -0.10
H -2.27374 -6.16899 2.60333 -0.16 0.23 0.11
H -1.98400 -3.73434 1.83224 -0.12 -0.07 -0.03
H 0.06119 -3.24507 0.39087 -0.47 0.25 0.06
H 1.58710 -4.85968 -0.20079 0.22 -0.46 0.03
F 4.87277 0.23293 5.79689 -0.13 0.23 -0.63
C 4.84792 0.98128 4.66082 0.92 0.67 -1.72
C 3.67030 1.14800 3.90750 0.67 -0.30 2.08
C 3.67388 2.04933 2.88325 0.92 0.02 -1.57
C 4.88014 2.54727 2.35876 0.11 0.64 1.35
C 6.09269 2.38337 3.07406 -1.32 -0.97 -0.15
C 6.08316 1.55813 4.20892 -1.93 -0.51 0.86
H 2.73575 0.67437 4.16957 0.02 -0.08 0.37
H 2.72426 2.27137 2.41924 -0.01 0.06 -0.36
H 4.83886 3.19430 1.49503 0.07 0.02 -0.10
H 6.99323 2.85367 2.70766 0.13 -0.11 0.07
H 6.91321 1.30255 4.85086 0.43 0.35 -0.23
F -2.09348 -7.36909 -5.10188 0.09 0.23 -0.61
C -2.16579 -7.53398 -3.78055 0.10 0.48 1.10
C -2.14435 -6.40494 -2.94222 -0.56 -0.33 -0.42
C -2.34123 -6.55000 -1.57875 -0.15 -1.90 -0.22
C -2.50392 -7.87669 -1.08186 -0.15 -0.03 -0.34
C -2.45416 -8.99740 -1.92534 0.23 1.17 -0.15
C -2.28399 -8.81719 -3.29509 -0.26 0.05 0.14
H -2.15595 -5.40549 -3.35133 0.37 0.01 -0.26
H -2.41140 -5.65477 -0.97872 0.05 -0.17 0.30
H -2.77666 -8.11240 -0.06380 0.26 0.49 0.29
H -2.54228 -10.00741 -1.55312 -0.16 0.05 0.25
H -2.36532 -9.65120 -3.97642 0.24 -0.02 -0.12
C 0.16999 5.40261 -0.50448 0.59 0.98 -1.05
S -0.51210 6.90278 -1.42177 -0.49 -0.07 1.62
O -1.86964 7.23642 -0.83249 1.77 -0.28 -0.93
C 0.62913 8.13128 -0.72984 1.37 -0.12 -0.18
H 0.22177 5.49698 0.58019 -0.93 0.00 -0.20
H 1.22924 5.32215 -0.74868 0.06 0.09 -0.46
H -0.31166 4.55173 -0.98626 -0.25 -0.04 0.62
H 0.34835 8.38213 0.29307 -0.26 0.21 -0.32
H 0.86258 8.95397 -1.40569 -1.28 0.45 -0.02
H 1.66090 7.78397 -0.67570 -0.10 -0.96 0.30
C 5.29240 -2.96989 -1.97284 0.04 0.67 0.25
S 4.08301 -2.19280 -3.13153 -0.52 -3.17 -2.19
O 4.14378 -3.05191 -4.42292 0.53 1.54 2.54
C 2.51434 -2.81025 -2.31672 0.72 0.67 -0.03
H 5.30089 -2.43114 -1.02533 -0.91 -0.33 0.44
H 6.33763 -2.77096 -2.20950 -0.14 -0.16 -1.14
H 5.10187 -4.04190 -1.92189 -0.03 0.17 0.19
H 2.45514 -3.88854 -2.16879 0.66 0.01 0.08
H 1.66167 -2.59586 -2.96099 0.32 0.39 -0.16
H 2.44932 -2.23535 -1.39295 -0.31 -0.21 0.16
C 1.14216 5.05586 3.62163 -0.03 0.15 0.34
S 2.26389 5.60005 2.33169 0.25 0.97 0.49
O 1.68964 6.86578 1.74525 0.55 -0.65 0.57
C 3.67275 6.02806 3.44894 0.32 -0.26 -0.79
H 0.63652 5.87195 4.13780 0.10 0.44 -0.43
H 1.72725 4.57627 4.40634 -0.12 -0.61 -0.31
H 0.38992 4.42413 3.14924 0.25 -0.13 0.13
H 4.25855 5.12381 3.61405 -0.44 -0.38 0.33
H 3.42678 6.52394 4.38792 -0.21 0.04 -0.23
H 4.37749 6.59840 2.84383 -0.33 0.52 -0.02
C -2.59593 4.37240 1.58876 -0.53 -0.39 -0.28
S -4.07364 4.68580 0.54226 1.57 2.26 -1.37
O -3.95363 6.16599 0.16429 -1.21 -2.09 1.04
C -3.50553 3.81286 -0.97748 0.10 -0.22 0.35
H -2.37061 3.30596 1.58296 -0.16 -0.12 0.22
H -2.92083 4.68732 2.58040 0.34 0.03 0.01
H -1.71604 4.89625 1.21531 -0.41 0.30 0.01
H -2.95005 4.45415 -1.66180 -0.17 0.51 0.39
H -4.38805 3.44048 -1.49766 0.14 -0.20 0.10
H -2.81859 3.02185 -0.67663 -0.33 -0.37 -0.11
C 1.77990 0.47056 -4.35939 0.49 -0.20 0.69
S 1.74500 -0.27012 -6.02137 -0.64 -0.44 0.48
O 2.63055 -1.47882 -6.03730 -0.52 1.07 0.12
C 0.04484 -0.91484 -5.86927 -0.64 -0.28 -1.18
H 1.87116 -0.37226 -3.67423 -0.25 -0.05 0.09
H 0.92271 1.08289 -4.07943 -0.27 -0.25 -0.43
H 2.64689 1.09687 -4.14926 0.25 -0.08 -0.54
H -0.16835 -1.78135 -5.24333 0.78 0.14 0.61
H -0.15863 -1.29910 -6.86880 0.07 0.00 -0.23
H -0.75263 -0.18607 -5.72429 0.37 0.44 0.24
C -3.24984 0.04433 2.45482 0.18 0.61 -2.54
O -3.03066 0.05312 3.78857 0.13 0.72 3.91
C -3.51703 0.95398 4.67101 -1.64 1.96 -1.45
O -4.23309 1.95668 4.43042 2.23 -3.16 0.76
O -3.04430 0.55399 5.84928 0.43 -0.48 -0.45
C -3.51210 1.08047 7.05246 -0.70 0.33 1.27
H -2.27458 -0.16402 2.01485 -0.34 -0.56 -0.19
H -3.48603 1.01942 2.02878 -0.55 0.12 0.24
H -4.00870 -0.70308 2.22327 0.04 0.08 -0.31
H -4.24012 0.41573 7.51743 -0.65 -0.02 -0.58
H -3.91542 2.08628 6.93511 0.06 -0.08 0.04
H -2.75492 1.02585 7.83464 0.70 0.45 -0.60
C 3.04656 1.20871 8.42407 -0.90 -1.52 -1.03
O 2.55482 2.03316 7.32184 -0.62 0.68 -0.47
C 1.43869 1.62711 6.62290 0.10 -0.50 -0.13
O 0.84922 0.58238 6.85114 0.68 2.00 -0.55
O 1.13184 2.55368 5.58617 0.68 -1.00 3.43
C -0.11091 2.27127 4.92823 0.11 -0.75 -1.17
H 2.40142 1.20151 9.30262 -0.16 0.54 -0.17
H 4.08202 1.38700 8.71412 -0.22 0.89 -0.53
H 3.03115 0.18566 8.04826 0.01 -0.13 0.10
H 0.20387 1.54342 4.18040 -0.98 -0.35 0.15
H -0.48360 3.11509 4.34758 0.61 0.31 0.40
H -0.95154 1.96753 5.55208 0.57 -0.37 0.35
C -2.79520 -2.83849 -10.89567 1.13 -0.37 -0.63
O -3.62682 -2.83631 -9.72593 -1.08 -1.57 -3.11
C -3.28042 -2.22181 -8.65999 2.68 3.73 0.85
O -2.32940 -1.42004 -8.61360 -1.63 -1.71 0.49
O -4.15669 -2.46729 -7.71005 -0.89 -0.82 -0.81
C -4.01066 -1.76847 -6.51297 1.34 0.87 1.20
H -1.82014 -3.26052 -10.65223 -0.17 -0.28 0.10
H -2.53374 -1.95255 -11.47433 -0.50 1.16 1.21
H -3.25475 -3.38380 -11.72001 -0.48 -0.75 0.82
H -3.94211 -0.69169 -6.66770 -0.26 0.04 -0.19
H -3.03700 -2.04635 -6.10941 -0.18 -0.02 0.54
H -4.81738 -1.99133 -5.81465 0.10 -0.27 -0.37
```
Positions in Å, forces in eV/Å.

As for the charge: -1.

***

Entry from the Open Molecules 2025 dataset: a structure of composition C41H64GaN3O3Si4 (wB97M-V/def2-TZVPD).

Geometry as XYZ:
```
116
Properties=species:S:1:pos:R:3:forces:R:3
Ga 0.07349 0.21371 0.45197 0.22 -0.35 0.38
C 2.01010 -1.19855 4.84725 -0.01 0.04 0.05
Si 1.81830 -0.98282 2.97907 -0.03 -0.03 0.04
C 1.62994 -2.71823 2.24988 -0.05 -0.03 -0.01
C 3.53702 -0.37503 2.51007 0.02 0.02 -0.07
C 0.35919 0.12119 2.51456 -0.05 0.01 -0.13
Si 0.53979 1.82214 3.30114 0.05 0.00 0.05
C 2.27867 2.53308 3.13654 0.03 -0.01 -0.01
C -0.55115 3.12992 2.54211 -0.06 0.00 -0.03
C 0.16965 1.79056 5.14816 0.00 -0.02 0.04
Si -1.22982 -0.71621 2.98927 -0.03 -0.02 0.06
C -1.27072 -1.86800 4.47350 0.00 0.00 0.05
C -2.71246 0.40548 3.18792 -0.03 0.06 -0.02
C -1.63596 -1.85725 1.50063 0.04 -0.04 -0.02
C -2.58811 -2.87222 1.50022 0.00 0.00 0.00
C -2.81715 -3.61308 0.35206 0.00 0.01 -0.01
C -2.07978 -3.33874 -0.79115 -0.01 -0.01 0.01
C -1.14343 -2.32610 -0.73138 0.00 0.01 0.02
N -0.93323 -1.61479 0.37830 -0.14 0.05 -0.11
H 2.55165 -2.12775 5.05020 0.01 0.02 -0.02
H 1.07333 -1.23190 5.40136 0.05 -0.03 -0.02
H 2.60906 -0.38093 5.25772 -0.02 -0.02 0.00
H 2.61702 -3.14525 2.05381 -0.01 0.00 0.04
H 1.07204 -2.73988 1.31406 0.06 -0.02 0.01
H 1.11793 -3.38739 2.94681 -0.01 0.02 -0.02
H 4.21997 -1.21644 2.66851 0.00 0.01 -0.03
H 3.85826 0.43040 3.16806 0.01 -0.05 0.01
H 3.66421 -0.03246 1.48595 -0.04 0.01 0.05
H 2.74352 2.31495 2.17214 -0.03 0.02 0.02
H 2.95335 2.18537 3.92107 -0.01 0.00 -0.02
H 2.20262 3.61988 3.22990 0.01 -0.01 0.02
H -0.39600 3.21547 1.46410 0.02 0.01 0.03
H -0.30008 4.09633 2.98951 -0.01 -0.01 0.00
H -1.61569 2.95942 2.69936 0.03 0.01 -0.01
H 0.87191 1.15370 5.68884 -0.02 0.02 0.01
H -0.84074 1.44163 5.37657 0.02 0.01 -0.02
H 0.26326 2.80360 5.55084 -0.01 -0.01 -0.01
H -1.14832 -1.31028 5.40534 0.00 -0.01 -0.03
H -0.51671 -2.65535 4.44685 -0.03 0.02 0.00
H -2.25573 -2.34305 4.51280 0.02 0.00 0.00
H -2.64941 1.00049 4.10229 -0.01 -0.02 -0.03
H -3.62812 -0.19135 3.23808 0.02 0.00 0.00
H -2.79236 1.08638 2.34195 -0.01 -0.02 0.00
H -3.15822 -3.06880 2.39954 0.01 -0.01 -0.01
H -3.56686 -4.39440 0.34425 0.01 0.00 0.00
H -2.22531 -3.88136 -1.71548 0.00 0.00 0.01
H -0.53912 -2.06488 -1.58921 -0.02 0.02 0.01
C -5.27536 2.10115 -1.51762 0.00 -0.01 -0.02
C -4.10489 1.17889 -1.13746 -0.07 -0.02 0.02
C -3.77707 0.28116 -2.33312 0.00 -0.03 -0.01
C -4.55426 0.23970 -0.00393 0.00 0.01 0.03
Si -2.54373 2.13664 -0.60344 -0.02 -0.06 -0.15
O -1.49094 1.10454 0.06303 -0.01 0.29 0.11
C -1.67820 3.02327 -2.02714 0.05 0.07 0.03
C -2.31674 3.53977 -3.15388 0.01 -0.01 -0.03
C -1.63396 4.31423 -4.08553 -0.01 -0.01 0.00
C -0.29339 4.61438 -3.89294 0.00 0.01 0.01
C 0.36372 4.11978 -2.77280 0.01 0.00 -0.03
C -0.32135 3.32516 -1.86511 -0.01 -0.04 -0.01
C -3.09192 3.56391 0.52676 0.01 0.02 0.02
C -2.52592 4.83452 0.38072 -0.02 0.01 -0.02
C -2.88003 5.89511 1.20431 -0.01 0.00 0.01
C -3.82394 5.71648 2.20371 0.00 -0.01 0.00
C -4.41749 4.47205 2.36117 0.00 0.00 -0.01
C -4.05674 3.42073 1.53062 0.01 -0.04 0.03
H -6.21140 1.53157 -1.49566 0.01 0.00 -0.04
H -5.16728 2.49189 -2.53179 0.03 0.03 0.03
H -5.38826 2.95235 -0.84470 -0.01 -0.03 0.03
H -4.69794 -0.16509 -2.72817 0.01 -0.01 0.01
H -3.12759 -0.53895 -2.01936 0.04 0.04 -0.01
H -3.28507 0.82076 -3.14493 -0.02 0.00 0.01
H -5.30747 -0.45778 -0.39060 0.00 0.02 0.00
H -5.01056 0.76845 0.83353 0.01 0.00 -0.02
H -3.71971 -0.34866 0.38418 0.00 0.00 -0.02
H -3.37030 3.34451 -3.31805 0.01 0.01 0.01
H -2.15571 4.69823 -4.95395 0.01 -0.01 0.00
H 0.23580 5.23228 -4.60811 0.00 0.00 0.01
H 1.40977 4.35264 -2.60879 -0.01 -0.01 0.00
H 0.21216 2.93348 -1.00425 -0.02 0.04 0.00
H -1.78486 5.00920 -0.38993 0.00 -0.01 0.00
H -2.41494 6.86316 1.06280 0.00 0.00 0.00
H -4.09930 6.53982 2.85116 0.00 -0.01 -0.01
H -5.16333 4.31789 3.13177 0.01 0.00 -0.01
H -4.54113 2.46619 1.68898 0.02 0.01 0.00
C 1.91892 -1.48975 -2.63658 0.01 0.00 -0.02
C 2.26542 -1.18004 -1.18355 0.05 -0.02 0.06
C 3.79030 -1.23593 -1.05096 0.02 0.01 0.01
C 1.70631 0.18159 -0.69443 0.00 0.11 -0.06
H 2.36937 -2.43840 -2.93771 -0.02 0.00 0.00
H 2.31152 -0.70770 -3.29315 0.00 -0.01 0.00
H 0.85113 -1.55479 -2.82332 0.00 0.05 0.00
H 1.86066 -1.98970 -0.56497 0.00 -0.01 -0.02
H 4.24285 -0.36925 -1.54209 0.00 -0.02 -0.01
H 4.19037 -2.13622 -1.52380 0.00 0.00 0.01
H 4.11255 -1.23984 -0.01113 0.00 0.01 -0.04
H 1.60726 0.87242 -1.53748 -0.05 -0.07 -0.04
H 2.45150 0.63246 -0.03097 0.00 0.07 -0.07
O -4.62394 -3.41851 -6.94708 0.04 -0.01 0.01
C -3.29041 -3.52626 -7.38718 -0.06 0.02 0.03
N -2.47779 -2.38932 -7.02605 0.10 -0.04 -0.01
C -1.99451 -2.29008 -5.75580 -0.07 0.03 0.04
O -2.19227 -3.15832 -4.91894 -0.03 0.04 -0.04
C -1.21094 -1.05965 -5.43601 0.02 -0.05 0.03
C -0.45866 -0.34303 -6.35706 0.00 0.04 -0.01
C 0.26216 0.74974 -5.90686 -0.02 -0.03 -0.02
C 0.20704 1.07658 -4.55834 0.01 0.08 0.04
N -0.51338 0.40371 -3.66303 -0.09 -0.08 -0.17
C -1.20171 -0.63898 -4.11271 0.12 -0.03 -0.01
H -4.61995 -3.52940 -5.98904 0.01 0.00 0.00
H -3.32110 -3.60205 -8.47083 -0.03 0.02 -0.02
H -2.81173 -4.41046 -6.96922 0.03 -0.02 -0.02
H -2.54690 -1.54993 -7.57655 0.00 -0.01 -0.02
H -0.40627 -0.64850 -7.39549 -0.01 0.01 0.00
H 0.87082 1.33560 -6.58212 0.00 -0.01 0.01
H 0.77529 1.91758 -4.17742 -0.04 0.00 0.01
H -1.77512 -1.20536 -3.39236 -0.01 -0.01 0.01
```
Positions in Å, forces in eV/Å.

The relative energy (zero: lowest compared OMol25 entry of this formula, charge and spin) comes out at 0.561 eV.

***

| no. | DFT total energy (eV) | Kohn-Sham gap (eV) |
| --- | --- | --- |
| 1 | -151588.7448 | 8.074 |
| 2 | -138063.0685 | 8.826 |